Entry 1:
This record from the Open Molecules 2025 dataset describes C29H27N3O5 in the gas phase. The level of theory is ωB97M-V/def2-TZVPD.

Structure (XYZ):
```
64
Properties=species:S:1:pos:R:3:forces:R:3:mulliken_charge:R:1
C -4.082808 2.241548 1.781778 0.01 -0.04 0.05 -1.6184
C -3.190950 2.787235 0.708639 0.03 0.03 -0.06 0.9849
C -2.102928 3.578184 1.062024 -0.02 -0.02 0.01 -0.8407
C -1.259202 4.117077 0.109640 0.06 0.02 -0.03 -0.6042
C -1.498874 3.875403 -1.231796 0.05 0.06 -0.06 -0.8324
C -2.566170 3.078542 -1.598780 -0.10 -0.01 0.05 -0.5120
C -3.411711 2.522869 -0.644617 0.02 -0.02 -0.01 0.9488
C -4.566750 1.667998 -1.113585 -0.07 0.32 -0.20 -1.0074
O -4.775672 0.472188 -0.382139 -0.07 -0.16 0.10 -0.4175
C -3.792446 -0.449992 -0.311310 0.27 -0.37 0.09 0.5770
C -4.056262 -1.559051 0.502078 -0.10 0.26 -0.08 -0.5766
C -3.113404 -2.542982 0.671616 0.18 0.00 -0.04 -0.8438
C -1.860694 -2.447784 0.052850 -0.32 0.06 -0.09 -0.0450
C -0.864123 -3.481687 0.328792 0.54 -0.03 0.05 0.3535
O -1.362664 -4.678954 0.600469 0.00 -0.02 0.05 -0.6168
C 0.491754 -3.272196 0.417450 -0.04 -0.24 0.03 -0.3634
C 1.354000 -4.297301 0.940031 -0.76 -0.14 -0.21 0.5236
O 1.043195 -5.461111 1.181087 0.23 0.09 0.07 -0.7912
C 2.695729 -3.644849 1.227058 0.55 0.12 0.25 0.4051
O 3.693691 -4.146017 1.691355 -0.03 -0.24 0.02 -0.6791
N 2.549683 -2.338259 0.895547 -0.13 -0.04 0.12 0.1973
C 3.613346 -1.372185 0.984007 0.13 0.09 0.16 -0.8605
C 3.375024 -0.357716 2.110429 0.18 0.04 -0.24 -0.2437
C 4.105357 0.962660 1.841123 -0.03 -0.40 0.51 -1.0522
N 3.562491 1.631194 0.689188 -0.02 0.21 -0.27 0.2514
C 2.333573 2.225138 0.605463 -0.29 0.15 0.01 -0.3248
C 2.206894 2.654850 -0.682510 -0.09 0.02 0.26 -0.3359
N 3.322753 2.337163 -1.388940 0.23 0.07 -0.55 -0.6242
C 4.107636 1.725088 -0.546668 0.16 -0.01 -0.05 -0.2465
C 1.289784 -2.011751 0.239548 -0.17 0.38 -0.27 1.3897
C 1.561039 -1.663613 -1.195403 0.03 -0.72 -0.28 -1.6608
C 1.766036 -2.436491 -2.300898 -0.20 0.29 0.64 -0.1671
C 2.073872 -1.538810 -3.353278 0.03 0.52 0.08 -1.1224
C 2.041158 -0.292690 -2.809139 0.16 -0.30 -0.81 -0.4921
O 1.735479 -0.358183 -1.503364 -0.14 0.10 0.49 0.3650
C -1.620416 -1.363893 -0.787846 0.04 -0.34 0.20 -0.8950
C -2.570057 -0.380524 -0.976482 -0.27 0.29 -0.10 -0.2440
H -3.814270 1.210027 2.011665 -0.07 -0.07 0.05 0.2556
H -3.980576 2.828641 2.691769 -0.02 0.02 0.05 0.4980
H -5.124802 2.249736 1.471317 -0.09 -0.03 0.06 0.3367
H -1.923612 3.779770 2.108661 0.00 0.02 0.11 0.4035
H -0.422045 4.728597 0.411456 0.08 0.07 0.03 0.4761
H -0.859678 4.303114 -1.989415 0.07 0.04 -0.07 0.4956
H -2.751767 2.885768 -2.646840 -0.01 -0.06 -0.11 0.4118
H -5.508430 2.215927 -0.990711 0.13 -0.12 -0.08 0.3386
H -4.445352 1.436431 -2.180149 -0.02 0.04 0.12 0.4181
H -5.015264 -1.616288 0.992542 -0.11 -0.01 0.07 0.4700
H -3.321448 -3.391699 1.304064 -0.05 -0.06 0.05 0.4674
H -0.615988 -5.289141 0.858509 0.03 0.21 -0.06 0.4410
H 3.691842 -0.846595 0.026513 0.01 -0.11 0.04 0.2244
H 4.536224 -1.930524 1.159663 -0.06 0.08 -0.07 0.5021
H 2.305325 -0.152854 2.189149 -0.01 0.02 0.06 0.2539
H 3.708124 -0.771792 3.061942 -0.04 -0.02 0.04 0.3688
H 4.008787 1.618211 2.712860 0.13 -0.05 -0.14 0.3998
H 5.166980 0.774833 1.661946 -0.05 0.10 0.02 0.3471
H 1.674845 2.298045 1.446464 -0.13 -0.01 0.20 0.5359
H 1.385561 3.165525 -1.142348 -0.23 0.11 -0.01 0.3277
H 5.082060 1.344893 -0.783664 0.25 -0.14 0.06 0.4056
H 0.819539 -1.142345 0.720441 0.03 -0.08 -0.02 0.6582
H 1.698631 -3.503534 -2.356438 -0.05 -0.25 0.04 0.6530
H 2.289236 -1.794271 -4.369908 0.06 0.03 -0.25 0.4912
H 2.229371 0.683546 -3.208883 0.03 0.18 0.03 0.5594
H -0.696522 -1.304070 -1.336103 0.10 0.05 -0.08 0.7456
H -2.344134 0.438949 -1.637918 0.01 0.05 -0.05 0.5363
```
Forces are in eV/Å.

The value obtained for the gap between HOMO and LUMO is 8.14 eV. The value obtained for the energy relative to the best compared isomer or geometry (same formula, charge and spin) is 1.1098 eV. Its net charge is 0. The SMILES is Cc1ccccc1COc1ccc(/C(O)=C2/C(=O)C(=O)N(CCCn3ccnc3)[C@H]2c2ccco2)cc1. Its maximum force is 0.88 eV/A. As for the lowest unoccupied orbital energy: -0.4039 eV.



Entry 2:
This record from the Open Molecules 2025 dataset describes 2 unconnected molecules or ions with the total composition C5H13NO2 in a non-equilibrium geometry. The level of theory is ωB97M-V/def2-TZVPD.

Structure (XYZ):
```
21
Properties=species:S:1:pos:R:3:forces:R:3:mulliken_charge:R:1
O 3.197630 0.042586 0.381454 -0.14 0.73 0.23 -0.5096
C 2.034902 0.847034 0.177266 -0.45 -0.24 -1.75 -0.7138
C 0.963742 -0.110014 -0.347489 -0.12 -0.66 0.83 0.2457
C 0.317745 -0.914322 0.746308 -0.55 -1.33 1.80 -0.8657
C -0.894141 -1.579059 0.073751 -0.66 0.06 1.54 -0.5010
C -1.141389 -0.683070 -1.163344 0.61 -0.18 0.17 -0.5639
N -0.150893 0.415660 -1.113636 -0.02 0.62 -0.27 -0.5182
H 3.848635 0.670370 0.705689 0.39 -0.28 0.07 0.3077
H 1.776757 1.424698 1.071016 -0.31 -0.37 0.07 0.3288
H 2.170771 1.565637 -0.643198 0.42 0.12 0.14 0.3412
H 1.399219 -0.860566 -1.013839 0.73 0.25 0.03 0.2241
H 0.955546 -1.651354 1.253211 0.24 -0.08 -0.66 0.3651
H -0.024550 -0.381900 1.638191 -0.04 0.94 -0.42 0.3304
H -1.751947 -1.687325 0.795197 0.63 0.44 -0.75 0.2523
H -0.627307 -2.607643 -0.139572 -0.06 -0.16 -0.66 0.3190
H -2.124317 -0.242341 -1.273293 -0.20 -0.18 0.11 0.3741
H -0.934398 -1.348811 -2.001531 -0.04 0.46 -0.49 0.2722
H -0.527061 1.212405 -0.609600 -0.38 -0.22 -0.03 0.3173
O -2.510568 1.755690 0.577981 0.17 0.20 -0.03 -0.6054
H -3.423616 1.467383 0.623377 -0.17 -0.08 0.02 0.2944
H -2.554762 2.664940 0.262056 -0.03 -0.04 0.04 0.3051
```
Forces are in eV/Å.

The value obtained for the gap between HOMO and LUMO is 9.21 eV. The value obtained for the energy relative to the best compared isomer or geometry (same formula, charge and spin) is 1.7600 eV. Its net charge is 0. The SMILES is OC[C@H]1CCCN1.O. Its maximum force is 2.30 eV/A. As for the lowest unoccupied orbital energy: 0.5809 eV.



Entry 3:
This record from the Open Molecules 2025 dataset describes 2 unconnected molecules or ions with the total composition C3H9NO3 in a non-equilibrium geometry. The level of theory is ωB97M-V/def2-TZVPD.

Structure (XYZ):
```
16
Properties=species:S:1:pos:R:3:forces:R:3:mulliken_charge:R:1
O 1.216552 -3.222010 -0.398576 0.29 3.01 -2.08 -0.6129
C 0.962670 -2.182166 -1.067058 -1.40 -2.95 1.74 0.1999
N -0.302334 -1.669297 -1.071833 0.47 0.40 -0.49 -0.1476
C -0.556333 -0.362312 -1.672509 0.18 -0.22 0.06 -0.6817
C -0.628878 0.706071 -0.590574 -0.26 0.06 -0.13 -0.1931
O -1.932668 0.580751 -0.023497 0.16 1.05 0.65 -0.5220
H 1.582801 -1.609173 -1.798374 0.38 -0.61 0.69 0.2189
H -1.036394 -2.099204 -0.503622 0.65 0.21 -0.24 0.2567
H -1.488354 -0.436274 -2.265221 0.39 0.43 0.39 0.2879
H 0.263313 -0.093485 -2.366314 -0.32 -0.40 0.28 0.3399
H 0.124011 0.528806 0.201366 -0.08 -0.05 -0.51 0.2243
H -0.427650 1.702287 -1.029336 -0.37 -0.24 0.19 0.3284
H -2.007822 1.263875 0.675139 -0.11 -0.67 -0.54 0.3005
O 1.312979 2.649868 3.805221 0.27 -1.09 0.47 -0.6523
H 1.321220 2.414281 4.760569 0.01 0.21 -1.04 0.3276
H 1.596886 1.827982 3.344620 -0.28 0.86 0.56 0.3253
```
Forces are in eV/Å.

The value obtained for the gap between HOMO and LUMO is 10.13 eV. The value obtained for the energy relative to the best compared isomer or geometry (same formula, charge and spin) is 1.5330 eV. Its net charge is 0. The SMILES is O=CNCCO.O. Its maximum force is 3.70 eV/A. As for the lowest unoccupied orbital energy: 0.4463 eV.